{"formula": "C10H16ClRhYb", "method": "wB97M-V/def2-TZVPD", "symbols": ["Rh", "Cl", "C", "H", "H", "H", "Yb", "C", "C", "C", "H", "H", "H", "H", "H", "H", "H", "H", "C", "C", "C", "C", "C", "C", "H", "H", "H", "H", "H"], "positions_angstrom": [[0.7108, 0.0569, -0.8533], [0.6706, -1.7054, -2.4777], [0.7783, 1.5778, -2.1767], [1.2386, 2.5111, -1.7992], [-0.1989, 1.7676, -2.6683], [1.4519, 1.1410, -2.9268], [-1.2283, 2.5170, -0.4613], [-2.8698, 1.6115, 0.9250], [-2.5232, 2.4788, -2.4715], [0.9087, 1.4381, 0.5035], [-2.2961, 3.3095, -3.1578], [-2.3929, 1.5329, -3.0183], [-3.5811, 2.5522, -2.1762], [-2.9572, 2.1358, 1.8870], [-3.8520, 1.6359, 0.4314], [-2.6302, 0.5605, 1.1373], [1.6477, 2.2396, 0.2665], [0.9425, 1.1414, 1.5711], [1.7330, -3.4775, 2.3207], [2.5581, -2.3434, 2.2741], [2.2521, -1.2894, 1.3851], [1.1175, -1.4102, 0.6106], [0.2751, -2.5045, 0.6335], [0.5899, -3.5537, 1.5196], [1.9827, -4.3031, 2.9910], [3.4462, -2.2809, 2.9079], [2.8551, -0.3881, 1.3014], [-0.5711, -2.5194, -0.0458], [-0.0579, -4.4320, 1.5673]], "atomic_forces_ev_per_a": [[-1.6, -2.7, -0.8], [0.0, 0.3, 0.0], [0.6, 1.5, -0.6], [-0.3, -0.1, -0.3], [0.4, -0.1, 0.2], [-0.1, 0.1, 0.1], [-0.1, -0.1, -0.3], [0.1, 0.1, 0.0], [0.2, 0.1, 0.3], [1.0, 0.3, 1.0], [-0.1, -0.1, 0.0], [-0.1, 0.1, 0.0], [0.1, 0.0, -0.1], [0.0, -0.1, 0.0], [0.1, 0.0, 0.1], [-0.1, 0.0, 0.1], [-0.6, -0.2, 0.3], [-0.2, 0.4, -0.5], [0.1, 0.3, 0.0], [-0.1, 0.2, -0.4], [0.0, -1.1, 0.9], [0.6, 1.4, -0.3], [0.3, -0.4, 0.7], [-0.1, 0.3, -0.3], [-0.1, 0.3, -0.2], [-0.2, -0.1, -0.2], [0.1, -0.3, 0.2], [0.0, -0.3, 0.2], [0.2, 0.2, 0.0]], "lowdin_charge": [0.67, -0.17, -0.36, -0.02, -0.04, 0.00, 1.02, -0.39, -0.38, -0.39, -0.06, -0.05, -0.06, -0.07, -0.06, -0.07, -0.04, -0.02, -0.12, -0.10, -0.14, -0.31, -0.16, -0.10, 0.09, 0.09, 0.08, 0.06, 0.09], "s_squared": 8.764, "homo_energy_ev": [-1.6, -5.1], "mol_weight_g_mol": 447.6, "multiplicity": 6, "total_charge": -1, "e_lumo_ev": [3.1, 0.8], "fmax_ha_per_bohr": 0.0639, "de_lowest_kcal_mol": 0.0}

{"formula": "C2H8O4", "method": "wB97M-V/def2-TZVPD", "symbols": ["C", "C", "O", "O", "H", "H", "H", "H", "O", "H", "H", "O", "H", "H"], "positions_angstrom": [[-0.2907, 1.8374, -0.7086], [-0.3928, 0.5075, -0.0419], [-0.7034, 0.1788, 1.0853], [-0.2156, -0.4241, -0.9715], [-0.1660, 2.6729, 0.0254], [-1.3549, 2.0146, -0.9620], [0.3110, 1.6688, -1.6746], [-0.1095, -1.3680, -0.7954], [-0.6815, -3.2165, -0.4018], [-0.5604, -3.7081, 0.4147], [-0.1871, -3.5950, -1.1294], [1.5444, 1.3858, 1.4550], [0.9730, 1.5718, 2.2022], [1.8337, 0.4743, 1.5026]], "atomic_forces_ev_per_a": [[-1.1, 0.4, -0.2], [-0.6, -1.7, 1.2], [-0.1, 0.9, -0.3], [0.9, 0.0, -2.3], [0.9, -0.8, -1.0], [0.3, -0.1, -0.6], [-0.7, 1.1, 1.8], [-0.7, 0.0, 1.3], [-0.3, 0.7, -0.1], [0.3, -0.2, -0.3], [0.1, -0.6, 0.2], [1.2, 0.8, -0.1], [-0.1, -0.4, 0.1], [-0.2, -0.1, 0.4]], "lowdin_charge": [-0.01, -0.62, 0.05, 0.08, 0.10, 0.09, 0.12, 0.08, -0.03, 0.06, 0.05, -0.06, 0.05, 0.05], "homo_energy_ev": -9.8, "mol_weight_g_mol": 96.1, "smiles": "CC(=O)O.O.O", "e_lumo_ev": 0.4, "fmax_ha_per_bohr": 0.0489, "de_lowest_kcal_mol": 28.6}

{"formula": "C29H29N7O4SeSn", "method": "wB97M-V/def2-TZVPD", "symbols": ["Sn", "C", "C", "C", "C", "C", "C", "C", "H", "H", "H", "H", "H", "H", "H", "H", "N", "N", "C", "N", "N", "N", "O", "O", "H", "H", "H", "H", "H", "O", "C", "N", "C", "C", "O", "N", "C", "C", "C", "C", "C", "C", "C", "C", "C", "C", "C", "C", "H", "H", "H", "H", "H", "H", "H", "H", "H", "H", "H", "Se", "C", "C", "C", "C", "C", "C", "H", "H", "H", "H", "H"], "positions_angstrom": [[-0.0555, 1.1800, -0.3131], [-2.9885, -1.7021, -1.2469], [-2.8114, -0.2235, -1.4607], [-3.6242, 0.7098, -0.8189], [-3.4900, 2.0745, -1.0581], [-2.5221, 2.5394, -1.9340], [-1.7047, 1.6231, -2.5960], [-1.8527, 0.2558, -2.3630], [-2.0306, -2.2202, -1.2160], [-3.5654, -2.1325, -2.0678], [-3.5258, -1.9076, -0.3222], [-4.4048, 0.3589, -0.1543], [-4.1553, 2.7727, -0.5669], [-2.4244, 3.5974, -2.1366], [-0.9752, 1.9727, -3.3167], [-1.2546, -0.4553, -2.9218], [0.5925, -0.7597, 1.9327], [0.5483, -0.4410, 3.2897], [0.3394, 0.8159, 3.7002], [0.3790, 1.0646, 4.9974], [0.1385, 1.7170, 2.6986], [-0.2515, 2.9247, 3.0395], [-0.5260, 3.3159, 4.1533], [-0.3157, 3.7097, 2.0298], [-0.0300, -1.5392, 1.7240], [1.5352, -1.0419, 1.6787], [0.7395, -1.1580, 3.9764], [0.5932, 0.3419, 5.6662], [0.1390, 1.9855, 5.3310], [1.5223, 1.0542, -1.9794], [1.4925, -0.2085, -1.9270], [2.0592, -1.1251, -2.6953], [1.7326, -2.4835, -2.2142], [0.8220, -2.1292, -1.0051], [0.2697, -2.8953, -0.2540], [0.7375, -0.7567, -0.9419], [0.8939, -3.2674, -3.2227], [0.7199, -4.6346, -3.0417], [-0.0593, -5.3577, -3.9306], [-0.6713, -4.7230, -5.0043], [-0.5063, -3.3594, -5.1828], [0.2715, -2.6304, -4.2903], [3.0063, -3.2187, -1.8082], [4.0286, -3.3019, -2.7517], [5.2071, -3.9640, -2.4558], [5.3729, -4.5646, -1.2135], [4.3530, -4.5012, -0.2796], [3.1698, -3.8296, -0.5723], [2.7096, -0.9209, -3.4370], [1.1967, -5.1352, -2.2083], [-0.1829, -6.4232, -3.7895], [-1.2705, -5.2925, -5.7021], [-0.9754, -2.8605, -6.0208], [0.4014, -1.5664, -4.4468], [3.9005, -2.8702, -3.7391], [5.9912, -4.0224, -3.1989], [6.2900, -5.0900, -0.9836], [4.4688, -4.9842, 0.6818], [2.3705, -3.8136, 0.1563], [-1.5840, 5.2943, 1.9746], [-1.6644, 6.0011, 3.6565], [-0.7733, 7.0306, 4.0154], [-0.9255, 7.6590, 5.2338], [-1.9587, 7.2717, 6.0835], [-2.8504, 6.2598, 5.7310], [-2.7022, 5.6107, 4.5243], [0.0122, 7.3248, 3.3325], [-0.2531, 8.4550, 5.5227], [-2.0760, 7.7703, 7.0372], [-3.6587, 5.9934, 6.3980], [-3.3839, 4.8262, 4.2246]], "atomic_forces_ev_per_a": [[-0.2, -0.2, -0.3], [0.0, 0.1, 0.0], [0.1, -0.1, 0.1], [0.0, 0.0, 0.0], [0.0, 0.0, 0.1], [0.0, 0.0, -0.1], [0.0, 0.1, -0.1], [0.0, 0.0, 0.0], [0.0, 0.0, 0.0], [0.0, 0.0, 0.0], [0.0, 0.0, 0.0], [0.0, 0.0, 0.0], [0.0, 0.0, 0.0], [0.0, 0.0, 0.0], [0.0, 0.0, 0.0], [0.0, 0.0, 0.0], [0.0, 0.0, -0.1], [0.0, 0.1, 0.0], [0.1, -0.2, 0.0], [0.0, 0.1, 0.1], [-0.1, 0.2, 0.2], [0.1, -0.4, 0.5], [-0.1, 0.1, -0.2], [0.0, 0.4, -0.3], [0.0, 0.0, 0.0], [0.0, 0.0, 0.0], [0.0, 0.0, 0.0], [0.0, 0.0, 0.0], [0.0, -0.1, 0.0], [-0.1, 0.1, 0.0], [0.1, -0.1, -0.2], [-0.1, 0.0, 0.1], [0.0, -0.1, 0.1], [0.0, 0.1, 0.0], [0.0, 0.0, 0.0], [0.0, -0.1, 0.2], [0.1, 0.1, 0.0], [0.0, -0.1, 0.0], [0.0, 0.0, 0.0], [0.0, 0.0, 0.0], [0.0, 0.0, 0.0], [0.0, 0.0, 0.0], [0.0, 0.0, 0.0], [0.0, 0.0, 0.0], [0.0, 0.0, 0.0], [0.0, 0.0, 0.0], [0.0, 0.0, 0.0], [0.0, 0.0, 0.0], [0.0, 0.0, 0.0], [0.0, 0.0, 0.0], [0.0, 0.0, 0.0], [0.0, 0.0, 0.0], [0.0, 0.0, 0.0], [0.0, 0.0, 0.0], [0.0, 0.0, 0.0], [0.0, 0.0, 0.0], [0.0, 0.0, 0.0], [0.0, 0.0, 0.0], [0.0, 0.0, 0.0], [0.0, -0.4, -0.5], [0.0, 0.4, 0.6], [-0.1, -0.2, -0.1], [0.0, 0.0, 0.1], [0.0, 0.0, 0.0], [0.0, 0.0, 0.0], [0.1, 0.1, -0.2], [0.0, 0.0, 0.0], [0.0, 0.0, 0.0], [0.0, 0.0, 0.0], [0.0, 0.0, 0.0], [0.0, 0.0, 0.0]], "lowdin_charge": [1.55, -0.01, -0.29, -0.03, -0.07, -0.12, -0.17, -0.13, 0.06, 0.10, 0.09, 0.12, 0.12, 0.12, 0.12, 0.11, 0.03, 0.02, -0.34, 0.24, 0.10, -0.37, 0.09, -0.34, 0.10, 0.11, 0.17, 0.14, 0.11, -0.11, -0.61, 0.21, -0.23, -0.41, 0.09, -0.02, -0.15, -0.01, -0.05, -0.06, -0.06, -0.04, -0.16, -0.03, -0.05, -0.06, -0.06, -0.03, 0.18, 0.13, 0.11, 0.11, 0.11, 0.10, 0.12, 0.11, 0.11, 0.11, 0.10, 1.25, -0.63, -0.09, -0.04, -0.02, -0.05, -0.11, 0.11, 0.12, 0.12, 0.12, 0.11], "homo_energy_ev": -13.2, "mol_weight_g_mol": 737.3, "total_charge": 2, "e_lumo_ev": -6.9, "fmax_ha_per_bohr": 0.0142, "de_lowest_kcal_mol": 25.8}

{"formula": "C36H29N5O4", "method": "wB97M-V/def2-TZVPD", "symbols": ["C", "C", "C", "C", "C", "O", "C", "N", "N", "C", "O", "O", "C", "C", "C", "C", "C", "C", "C", "O", "C", "C", "H", "H", "H", "H", "H", "H", "H", "H", "H", "H", "H", "H", "H", "H", "C", "C", "C", "C", "N", "C", "N", "C", "C", "C", "C", "C", "C", "C", "C", "C", "C", "C", "C", "C", "N", "C", "C", "H", "H", "H", "H", "H", "H", "H", "H", "H", "H", "H", "H", "H", "H", "H"], "positions_angstrom": [[-8.4324, -2.1390, -0.4538], [-8.0893, -0.9325, 0.1175], [-6.8590, -0.3692, -0.1480], [-5.9621, -1.0052, -0.9911], [-4.6049, -0.4382, -1.2754], [-3.5811, -1.3246, -0.9094], [-2.3637, -0.7577, -1.1296], [-1.2825, -1.5439, -0.7619], [-0.1354, -1.1786, -0.9443], [0.8267, -2.0550, -0.4538], [1.9833, -2.0332, -0.8123], [0.3440, -2.9485, 0.4487], [1.3500, -3.8378, 0.8606], [0.8137, -4.8465, 1.8301], [1.2757, -4.9204, 3.1334], [0.7231, -5.8188, 4.0208], [-0.2998, -6.6484, 3.6153], [-0.7810, -6.5695, 2.3267], [-0.2277, -5.6696, 1.4419], [-2.2181, 0.3460, -1.6007], [-6.3112, -2.2246, -1.5405], [-7.5400, -2.7900, -1.2777], [-9.3902, -2.5825, -0.2398], [-8.7780, -0.4360, 0.7822], [-6.5849, 0.5637, 0.3132], [-4.4859, -0.2310, -2.3455], [-4.4372, 0.4965, -0.7281], [1.7416, -4.3298, -0.0380], [2.1599, -3.2411, 1.2966], [2.0593, -4.2574, 3.4563], [1.0823, -5.8631, 5.0360], [-0.7378, -7.3430, 4.3119], [-1.5974, -7.2002, 2.0149], [-0.6210, -5.5767, 0.4440], [-5.5964, -2.7391, -2.1594], [-7.7964, -3.7455, -1.7052], [1.9220, -0.2502, -5.6442], [0.8788, 0.5514, -5.2252], [0.9637, 1.2168, -4.0215], [2.0944, 1.0932, -3.2312], [2.1999, 1.8098, -1.9712], [1.2673, 1.8673, -1.0126], [1.7643, 2.6400, -0.0532], [1.1747, 2.9400, 1.2380], [-0.1944, 3.1286, 1.3504], [-0.7477, 3.5105, 2.5530], [0.0576, 3.7049, 3.6568], [1.4150, 3.4782, 3.5677], [1.9633, 3.0767, 2.3713], [3.0579, 3.0665, -0.5304], [3.9798, 3.9590, 0.1755], [5.3565, 3.7717, 0.0741], [6.2253, 4.5553, 0.8004], [5.7387, 5.5454, 1.6313], [4.3802, 5.7757, 1.7083], [3.5129, 5.0010, 0.9751], [3.3157, 2.5231, -1.6879], [3.1371, 0.2910, -3.6617], [3.0532, -0.3797, -4.8627], [1.8565, -0.7700, -6.5852], [-0.0008, 0.6605, -5.8394], [0.1532, 1.8348, -3.6778], [-0.8169, 2.9608, 0.4890], [-1.8127, 3.6449, 2.6362], [-0.3702, 4.0201, 4.5930], [2.0515, 3.6163, 4.4266], [3.0209, 2.8946, 2.2958], [5.7300, 2.9967, -0.5717], [7.2886, 4.4001, 0.7187], [6.4159, 6.1416, 2.2196], [3.9944, 6.5515, 2.3498], [2.4542, 5.1799, 1.0315], [4.0069, 0.1929, -3.0364], [3.8662, -1.0106, -5.1856]], "atomic_forces_ev_per_a": [[-0.3, -0.1, 0.1], [-0.2, 0.1, 0.1], [0.3, 0.2, -0.1], [0.4, -0.2, 0.3], [-0.9, 1.2, -0.4], [2.4, -0.8, 0.4], [-0.7, 2.8, -1.6], [-0.2, -3.7, 1.9], [-1.0, 2.6, -1.5], [1.7, -2.3, 1.0], [-1.3, 0.4, 0.1], [-0.3, 1.2, -0.8], [1.2, -0.7, 0.3], [-0.3, 0.5, 0.0], [0.2, 0.2, -0.2], [0.1, -0.1, 0.3], [-0.1, -0.2, 0.3], [-0.2, -0.1, -0.2], [-0.1, 0.0, -0.2], [-0.4, -0.5, 0.2], [0.1, -0.1, -0.2], [0.0, -0.2, -0.2], [-0.2, -0.1, 0.0], [-0.1, 0.1, 0.1], [0.1, 0.2, 0.1], [-0.1, 0.2, 0.1], [-0.2, 0.0, -0.2], [0.1, 0.0, 0.2], [0.0, -0.3, 0.0], [0.2, 0.2, 0.1], [0.1, 0.0, 0.2], [-0.1, -0.1, 0.1], [-0.1, -0.1, -0.1], [-0.1, 0.0, -0.2], [0.1, -0.1, -0.2], [0.0, -0.1, -0.1], [0.0, -0.1, -0.3], [0.0, -0.1, -0.1], [-0.2, 0.4, 0.6], [0.1, 0.2, 0.4], [-0.7, -0.4, -0.1], [-2.4, -1.5, -0.6], [2.5, 1.1, -0.4], [-0.1, -0.1, -0.4], [0.1, -0.1, -0.6], [-0.1, -0.1, 0.2], [-0.1, 0.1, 0.3], [0.0, 0.0, 0.1], [0.4, -0.4, -0.5], [-0.3, -0.4, 0.2], [0.3, 0.3, 0.1], [-0.3, -0.3, -0.2], [0.2, 0.1, 0.0], [0.2, 0.1, 0.2], [0.0, 0.2, 0.1], [-0.2, -0.1, -0.4], [0.3, 0.9, 1.0], [0.2, 0.2, 0.6], [0.0, -0.1, -0.1], [0.0, -0.1, -0.2], [-0.1, 0.0, 0.0], [-0.2, 0.1, 0.1], [-0.1, 0.0, -0.3], [-0.2, 0.1, 0.0], [-0.1, 0.1, 0.2], [0.1, 0.0, 0.1], [0.1, -0.1, 0.1], [0.1, -0.2, -0.1], [0.2, -0.1, 0.0], [0.2, 0.1, 0.1], [-0.1, 0.1, 0.1], [-0.2, 0.1, 0.0], [0.2, 0.0, 0.1], [0.1, -0.1, 0.0]], "lowdin_charge": [-0.09, -0.08, -0.04, -0.19, -0.15, 0.04, -0.48, 0.15, 0.19, -0.49, 0.13, 0.02, -0.15, -0.19, -0.04, -0.08, -0.09, -0.08, -0.03, 0.13, -0.04, -0.08, 0.10, 0.10, 0.11, 0.14, 0.13, 0.14, 0.14, 0.11, 0.10, 0.10, 0.10, 0.12, 0.12, 0.10, -0.10, -0.08, -0.02, -0.19, -0.09, -0.01, 0.04, -0.19, -0.02, -0.08, -0.09, -0.07, -0.05, -0.19, -0.17, -0.03, -0.08, -0.09, -0.07, -0.06, 0.18, -0.03, -0.08, 0.10, 0.10, 0.11, 0.11, 0.10, 0.10, 0.11, 0.12, 0.11, 0.10, 0.10, 0.11, 0.12, 0.11, 0.10], "homo_energy_ev": -8.2, "mol_weight_g_mol": 595.7, "e_lumo_ev": -1.3, "fmax_ha_per_bohr": 0.0802, "de_lowest_kcal_mol": 0.0}

{"formula": "C4H7O2P", "method": "wB97M-V/def2-TZVPD", "symbols": ["C", "C", "C", "C", "O", "O", "P", "H", "H", "H", "H", "H", "H", "H"], "positions_angstrom": [[-2.1508, 1.5428, 0.7320], [-1.7453, 0.5158, 0.2040], [2.0093, -0.2354, 1.2187], [-1.3023, -0.7024, -0.4083], [1.9159, 1.3221, -0.9661], [-0.6754, -0.5415, -1.5888], [1.9533, -0.0181, -0.4136], [-2.3781, 2.5370, 1.0276], [1.9036, -1.2029, 1.5314], [1.8706, 0.4033, 2.1113], [-2.2174, -1.3696, -0.4218], [-0.5247, -1.1485, 0.2079], [-1.1153, -0.0378, -2.1924], [2.4567, -1.0648, -1.0419]], "atomic_forces_ev_per_a": [[1.1, -2.0, -1.5], [-1.2, 3.3, 1.8], [-0.2, 1.2, -0.2], [-1.6, -1.5, 1.9], [0.0, 0.9, -1.7], [3.2, -2.1, -0.1], [-0.2, 2.3, 3.8], [-0.2, 0.0, 0.3], [0.2, -2.8, 0.5], [0.0, 0.3, -1.3], [1.0, 0.2, -0.3], [-0.4, -0.3, 0.5], [-2.0, 2.3, -2.4], [0.4, -1.8, -1.2]], "lowdin_charge": [0.13, -0.11, -0.22, -0.36, -0.39, -0.04, 0.70, 0.02, -0.05, 0.04, 0.14, 0.09, 0.06, -0.01], "homo_energy_ev": -9.1, "mol_weight_g_mol": 118.1, "e_lumo_ev": 0.4, "fmax_ha_per_bohr": 0.0859, "de_lowest_kcal_mol": 107.7}

{"formula": "C9H14S", "method": "wB97M-V/def2-TZVPD", "symbols": ["C", "C", "C", "C", "C", "C", "C", "H", "H", "H", "H", "H", "H", "H", "H", "C", "C", "S", "H", "H", "H", "H", "H", "H"], "positions_angstrom": [[1.2028, -1.9231, -0.3948], [1.4877, -1.2953, 0.8369], [0.6970, -1.7719, 1.9554], [0.6142, -0.9462, 3.0913], [1.4140, 0.1352, 3.3018], [2.2110, 0.6094, 2.1981], [2.2595, -0.1308, 1.0601], [1.7306, -2.8855, -0.5856], [1.5772, -1.3872, -1.2760], [0.0795, -1.9533, -0.6552], [0.0398, -2.7428, 1.8588], [-0.0670, -1.3855, 3.8872], [1.5221, 0.7031, 4.2628], [2.9204, 1.3614, 2.4893], [2.9033, 0.1906, 0.2606], [-3.2446, 1.2347, -2.1211], [-1.8252, 1.0924, -2.7770], [-0.7119, 2.5353, -2.4157], [-3.8809, 0.4081, -2.3130], [-3.5609, 2.2602, -2.4062], [-3.1551, 1.3720, -1.0403], [-1.1624, 0.1679, -2.3394], [-1.9794, 0.7590, -3.8046], [-1.0719, 3.5923, -3.0732]], "atomic_forces_ev_per_a": [[-0.6, -1.3, -4.8], [-1.5, 0.8, 4.8], [0.0, 0.5, -1.4], [-1.4, -3.1, 1.4], [1.3, 2.1, -0.9], [-0.6, -1.5, 3.3], [-0.3, -0.8, -1.6], [-0.9, 0.1, 0.6], [0.2, 0.5, 0.3], [1.7, -0.5, 0.8], [1.4, 2.2, 0.2], [1.0, 1.0, -0.7], [-0.6, -0.8, -1.0], [0.1, 0.5, -0.7], [0.1, 0.2, -0.4], [2.3, 2.0, 0.6], [0.5, -1.9, 1.3], [0.7, -2.0, 0.9], [-0.8, -0.4, -0.5], [-0.6, -1.0, -0.4], [0.2, -0.4, 0.0], [-1.6, 2.3, -0.7], [0.4, 0.8, -0.2], [-1.1, 0.6, -1.1]], "lowdin_charge": [-0.11, -0.31, -0.04, -0.14, -0.10, -0.09, -0.06, 0.10, 0.07, 0.11, 0.14, 0.12, 0.11, 0.09, 0.10, -0.18, -0.60, 0.66, 0.05, 0.07, 0.06, 0.10, 0.05, -0.21], "homo_energy_ev": -8.7, "mol_weight_g_mol": 154.3, "smiles": "Cc1ccccc1.CCS", "e_lumo_ev": 0.8, "fmax_ha_per_bohr": 0.1000, "de_lowest_kcal_mol": 42.5}